Computed, not measured: C28H24ClN3O9STm as an isolated structure, with ωB97M-V/def2-TZVPD.

The geometry in XYZ format:
```
67
Properties=species:S:1:pos:R:3:mulliken_charge:R:1
Tm -0.23 0.12 0.43 0.824
O -1.72 1.39 -1.40 -0.445
C -2.56 0.53 -2.16 -0.857
C -3.10 -0.60 -1.27 -0.579
N -2.04 -1.39 -0.65 0.759
C -1.33 -2.18 -1.66 -0.604
C -0.17 -1.36 -2.34 0.433
O 0.21 -1.73 -3.44 -0.820
O 0.27 -0.39 -1.66 -0.414
C -2.57 -2.20 0.46 -0.881
C -1.90 -1.89 1.86 0.677
O -2.53 -2.26 2.84 -0.839
O -0.76 -1.35 1.83 -0.521
H -0.93 1.62 -1.90 0.381
H -2.03 0.10 -3.02 0.298
H -3.42 1.12 -2.53 0.497
H -3.76 -1.24 -1.89 0.470
H -3.67 -0.15 -0.47 0.139
H -2.00 -2.57 -2.44 0.311
H -0.82 -3.03 -1.18 0.356
H -2.42 -3.27 0.27 0.560
H -3.65 -2.05 0.58 0.317
O 0.82 2.28 -0.24 -0.613
S 2.20 1.82 -0.14 1.564
O 3.01 2.09 -1.30 -0.797
N 2.10 0.31 0.35 0.358
C 3.11 -0.57 0.15 0.536
C 4.44 -0.24 -0.07 -0.847
C 5.41 -1.22 -0.25 -1.033
C 5.09 -2.55 -0.21 -0.896
C 3.76 -2.95 0.01 1.170
C 3.35 -4.30 0.06 -0.712
C 2.04 -4.59 0.31 -1.173
C 1.13 -3.54 0.50 -0.118
N 1.46 -2.27 0.43 0.343
C 2.75 -1.96 0.20 -0.139
C 3.04 2.61 1.26 0.187
C 2.76 2.17 2.54 -0.285
C 3.50 2.66 3.61 -0.920
C 4.55 3.54 3.38 -0.373
C 4.86 3.93 2.09 -0.655
C 4.10 3.47 1.03 -0.385
H 4.71 0.81 -0.13 0.335
H 6.43 -0.91 -0.42 0.386
H 5.85 -3.31 -0.36 0.379
H 4.09 -5.08 -0.09 0.403
H 1.69 -5.62 0.35 0.397
H 0.10 -3.75 0.75 0.453
H 1.97 1.45 2.70 0.460
H 3.26 2.35 4.62 0.413
H 5.14 3.90 4.22 0.384
H 5.70 4.59 1.91 0.389
H 4.32 3.75 0.01 0.469
Cl -4.80 6.07 1.66 -0.275
C -4.05 4.51 1.59 0.217
C -4.84 3.39 1.29 -0.784
C -4.27 2.15 1.20 -0.593
C -2.86 1.95 1.37 0.063
O -2.33 0.82 1.18 -0.058
C -2.10 3.11 1.76 0.797
C -0.73 2.93 2.11 -0.160
O -0.12 1.86 2.14 -0.465
C -2.71 4.38 1.83 -1.009
H -5.90 3.51 1.13 0.418
H -4.87 1.28 0.98 0.436
H -0.19 3.85 2.44 0.259
H -2.11 5.25 2.07 0.412
```

Output
HOMO level (spin up / spin down) = -5.38 / -5.38 eV
2S+1 = 3
<S²> = 2.002
electronic energy = -3866.74795 Eh
molar mass = 783.0 g/mol
total charge = -1

=====

Computed, not measured: C28H24FeN9O2SSe as an isolated structure, with ωB97M-V/def2-TZVPD.

The geometry in XYZ format:
```
66
Properties=species:S:1:pos:R:3:mulliken_charge:R:1
Fe -0.10 0.29 0.10 -0.244
C -2.24 -1.53 5.83 -1.280
C -2.62 -1.02 4.46 -0.287
N -1.84 -1.70 3.44 -0.050
C -1.58 -1.21 2.20 0.171
S -1.70 0.50 1.90 -0.630
N -1.20 -2.10 1.29 -1.465
N -1.00 -1.40 0.13 1.275
C -1.50 -1.83 -0.98 0.655
C -2.14 -3.16 -1.19 -1.895
C -1.60 -0.76 -1.98 0.664
C -2.13 -0.94 -3.25 -0.861
C -2.42 0.17 -4.02 -0.557
C -2.20 1.43 -3.48 -0.979
C -1.63 1.53 -2.22 -0.552
N -1.29 0.46 -1.50 0.645
H -2.85 -1.06 6.60 0.400
H -1.19 -1.31 6.05 0.289
H -2.39 -2.60 5.91 0.346
H -2.43 0.05 4.37 0.326
H -3.69 -1.17 4.28 0.297
H -1.87 -2.71 3.46 0.314
H -2.15 -3.71 -0.25 0.415
H -1.57 -3.73 -1.93 0.369
H -3.16 -3.05 -1.56 0.425
H -2.34 -1.94 -3.61 0.513
H -2.85 0.06 -5.00 0.478
H -2.48 2.33 -4.02 0.472
H -1.47 2.49 -1.77 0.862
O 5.52 4.50 2.83 -0.560
N 5.15 4.10 1.75 0.951
O 5.61 4.43 0.67 -0.573
C 4.07 3.10 1.74 0.260
C 4.05 2.23 2.76 -0.890
C 3.11 1.15 2.77 1.061
C 3.11 0.16 3.77 -0.775
C 2.23 -0.88 3.65 -1.425
C 1.35 -0.91 2.56 -0.230
N 1.29 0.03 1.63 0.528
C 2.18 1.05 1.74 -0.544
C 2.17 2.04 0.69 0.233
N 1.20 1.88 -0.25 -0.011
C 1.23 2.71 -1.28 0.212
C 2.14 3.75 -1.41 -1.412
C 3.09 3.94 -0.44 -0.759
C 3.14 3.05 0.64 0.524
H 4.78 2.32 3.56 0.545
H 3.81 0.21 4.59 0.485
H 2.20 -1.68 4.37 0.510
H 0.68 -1.75 2.46 0.877
H 0.50 2.56 -2.05 0.536
H 2.09 4.41 -2.27 0.515
H 3.80 4.75 -0.51 0.582
Se 2.65 -1.87 -0.38 0.287
N 1.50 -0.85 -1.30 -0.068
C 2.07 -0.59 -2.46 0.747
C 1.48 0.16 -3.54 0.282
C 2.18 0.35 -4.67 -0.884
C 3.50 -0.19 -4.85 -0.634
C 4.10 -0.92 -3.88 -0.736
C 3.39 -1.14 -2.66 0.283
N 3.86 -1.86 -1.66 -0.749
H 0.48 0.56 -3.43 0.373
H 1.74 0.90 -5.49 0.467
H 4.02 -0.01 -5.79 0.398
H 5.08 -1.34 -4.00 0.480
```

Output
HOMO level (spin up / spin down) = -10.46 / -10.44 eV
electronic energy = -5787.77108 Eh
molar mass = 685.4 g/mol
total charge = +1

=====

Computed, not measured: C28H24IrN4O4 as an isolated structure, with ωB97M-V/def2-TZVPD.

The geometry in XYZ format:
```
61
Properties=species:S:1:pos:R:3:mulliken_charge:R:1
Ir -1.71 2.19 -0.79 0.977
O -0.77 4.01 3.25 -0.648
C -1.65 3.23 3.88 0.492
C -1.68 3.35 5.28 -0.739
C -2.55 2.59 6.02 -0.271
C -3.43 1.69 5.41 -0.820
C -3.40 1.56 4.04 -0.405
C -2.52 2.32 3.25 0.235
C -2.53 2.12 1.81 1.077
O -1.75 2.92 1.08 -0.855
N -3.30 1.18 1.29 -1.084
N -3.14 1.13 -0.06 0.474
C -3.77 0.33 -0.85 -0.246
C -3.35 0.43 -2.26 0.693
C -3.89 -0.35 -3.27 -0.842
C -3.46 -0.15 -4.58 -0.185
C -2.50 0.81 -4.84 -0.809
C -1.98 1.55 -3.78 0.048
N -2.39 1.36 -2.53 -0.160
H -0.85 3.87 2.29 0.411
H -1.00 4.05 5.74 0.459
H -2.56 2.70 7.10 0.388
H -4.11 1.10 6.00 0.408
H -4.07 0.87 3.55 0.438
H -4.53 -0.34 -0.48 0.478
H -4.65 -1.08 -3.04 0.420
H -3.86 -0.75 -5.38 0.444
H -2.14 0.99 -5.84 0.396
H -1.22 2.30 -3.93 0.512
C 1.66 -5.72 -0.08 -1.463
C 2.20 -4.49 -0.76 1.243
C 3.10 -4.61 -1.80 -0.872
C 3.62 -3.49 -2.43 -0.896
C 3.22 -2.23 -2.03 -0.361
C 2.33 -2.10 -0.97 -0.213
N 1.88 -0.80 -0.58 -0.175
C 2.66 0.32 -0.50 0.510
C 4.05 0.21 -0.30 -0.573
C 4.84 1.32 -0.17 -0.591
C 4.30 2.62 -0.23 -0.872
C 2.95 2.76 -0.42 -0.682
C 2.12 1.63 -0.56 0.275
C 0.73 1.90 -0.79 1.374
O 0.23 3.04 -0.99 -0.927
O -0.20 0.94 -0.80 -0.714
C 1.81 -3.22 -0.32 0.493
C 0.87 -3.09 0.85 -1.667
H 2.00 -6.62 -0.59 0.397
H 0.57 -5.73 -0.06 0.310
H 2.00 -5.78 0.96 0.329
H 3.40 -5.60 -2.13 0.367
H 4.31 -3.60 -3.25 0.397
H 3.59 -1.35 -2.53 0.583
H 0.89 -0.68 -0.53 0.386
H 4.49 -0.78 -0.23 0.546
H 5.90 1.20 -0.01 0.406
H 4.93 3.48 -0.12 0.425
H 2.50 3.74 -0.47 0.502
H 0.74 -2.06 1.18 0.407
H 1.24 -3.66 1.71 0.408
H -0.12 -3.50 0.61 0.360
```

Output
HOMO level = -10.23 eV
electronic energy = -1705.51116 Eh
molar mass = 672.7 g/mol
total charge = +1

=====

Computed, not measured: C28H24KN2O8PS3 as an isolated structure, with ωB97M-V/def2-TZVPD.

The geometry in XYZ format:
```
67
Properties=species:S:1:pos:R:3:mulliken_charge:R:1
K -2.01 -0.45 0.04 1.469
O -1.79 -1.99 -2.27 -0.655
S -1.03 -0.97 -2.99 1.251
O -1.60 -0.60 -4.27 -0.790
O -0.69 0.16 -2.12 -0.570
C 0.57 -1.71 -3.36 -0.094
C 0.87 -1.95 -4.69 -0.518
C 2.09 -2.50 -5.05 -0.561
C 3.01 -2.80 -4.06 -0.750
C 2.71 -2.55 -2.73 -0.340
C 1.49 -1.99 -2.35 -0.072
P 1.01 -1.70 -0.57 0.424
C 2.20 -2.84 0.26 0.358
C 3.53 -2.56 0.53 -0.210
C 4.35 -3.49 1.15 -0.642
C 3.84 -4.73 1.51 -0.436
C 2.51 -5.02 1.27 -0.501
C 1.69 -4.08 0.66 -0.759
C 1.84 -0.10 -0.22 0.658
C 2.26 0.79 -1.20 -0.284
C 2.81 2.02 -0.84 -0.750
C 2.93 2.37 0.49 -0.415
C 2.50 1.49 1.48 -0.752
C 1.95 0.27 1.13 -0.049
H 0.12 -1.69 -5.43 0.519
H 2.32 -2.69 -6.09 0.351
H 3.97 -3.23 -4.32 0.403
H 3.44 -2.80 -1.97 0.372
H 3.93 -1.58 0.27 0.455
H 5.39 -3.25 1.35 0.375
H 4.47 -5.46 2.00 0.344
H 2.08 -5.97 1.59 0.350
H 0.64 -4.29 0.51 0.324
H 2.15 0.54 -2.25 0.362
H 3.12 2.71 -1.62 0.358
H 3.34 3.34 0.77 0.353
H 2.57 1.77 2.52 0.403
H 1.59 -0.40 1.90 0.196
O -4.95 1.81 2.92 -0.778
C -3.87 1.48 2.40 0.081
O -3.64 0.51 1.64 -0.654
C -2.67 2.39 2.74 0.077
C -1.51 2.43 1.96 0.420
C -0.47 3.29 2.28 -0.991
C -0.60 4.09 3.41 0.248
C -1.73 4.07 4.21 -0.580
C -2.76 3.22 3.85 -0.388
N 0.50 4.99 3.75 1.005
O 0.36 5.73 4.72 -0.664
O 1.50 4.99 3.06 -0.622
H -1.43 1.82 1.08 0.155
H 0.42 3.34 1.68 0.613
H -1.79 4.71 5.07 0.446
H -3.68 3.18 4.42 0.449
C -5.68 2.45 -2.28 -1.065
S -4.82 1.57 -0.95 0.607
C -4.67 0.03 -1.86 -0.742
O -3.46 2.17 -0.93 -0.561
H -5.07 2.42 -3.19 0.296
H -5.80 3.48 -1.95 0.341
H -6.66 2.00 -2.45 0.371
H -5.66 -0.30 -2.19 0.500
H -4.26 -0.73 -1.20 0.076
H -4.00 0.18 -2.71 0.213
S 0.75 -3.20 4.27 -0.538
C 0.00 -2.38 3.04 0.259
N -0.52 -1.79 2.18 -0.756
```

Output
HOMO level = -2.45 eV
electronic energy = -3928.78490 Eh
molar mass = 682.8 g/mol
total charge = -2

=====

Computed, not measured: C28H24N5RuS5Sb2 as an isolated structure, with ωB97M-V/def2-TZVPD.

The geometry in XYZ format:
```
65
Properties=species:S:1:pos:R:3:mulliken_charge:R:1
Ru -0.54 0.48 0.59 0.598
S 1.98 -1.71 -1.85 -0.539
Sb 1.10 0.28 -2.39 0.821
S 0.74 1.88 -0.67 -0.466
S -1.19 -0.61 -1.26 -0.456
S 1.65 1.20 -4.33 -0.536
N 2.44 1.42 6.25 -0.454
C 2.35 0.82 5.28 -0.081
C 2.23 0.06 4.07 0.225
C 2.87 -1.17 3.92 -0.215
C 2.72 -1.84 2.72 -0.884
C 1.95 -1.28 1.72 0.072
N 1.32 -0.11 1.87 0.004
C 1.47 0.56 3.01 -0.177
H 3.46 -1.57 4.72 0.501
H 3.21 -2.79 2.55 0.446
H 1.83 -1.75 0.75 -0.017
H 0.99 1.52 3.10 0.533
N -3.87 -1.44 4.52 -0.509
C -3.06 -1.78 3.49 0.371
C -2.23 -0.83 2.87 -0.487
N -1.48 -1.15 1.83 0.926
C -1.47 -2.43 1.42 -0.665
C -2.25 -3.36 2.07 -0.532
N -3.05 -3.05 3.09 -0.572
H -4.12 -0.47 4.64 0.224
H -4.55 -2.12 4.80 0.261
H -2.22 0.20 3.20 0.327
H -0.86 -2.67 0.57 0.560
H -2.23 -4.40 1.76 0.394
S -2.41 1.54 0.46 -0.532
Sb -3.45 0.35 -1.61 1.946
C -5.10 -0.24 -0.42 0.134
C -5.04 -1.46 0.24 -0.338
C -6.06 -1.84 1.10 -0.730
C -7.16 -1.01 1.28 -0.584
C -7.23 0.21 0.61 -0.598
C -6.20 0.59 -0.24 -0.530
C -3.94 2.14 -2.66 0.739
C -3.95 3.36 -2.00 -0.546
C -4.33 4.51 -2.67 -0.734
C -4.68 4.45 -4.01 -0.449
C -4.66 3.24 -4.68 -0.709
C -4.30 2.08 -4.00 -0.263
C -3.75 -1.03 -3.23 0.135
C -2.77 -1.13 -4.22 -0.203
C -2.88 -2.07 -5.23 -0.811
C -3.97 -2.92 -5.26 -0.467
C -4.95 -2.83 -4.29 -0.667
C -4.84 -1.89 -3.27 -0.466
H -4.19 -2.12 0.10 0.519
H -6.00 -2.79 1.62 0.453
H -7.96 -1.30 1.95 0.395
H -8.08 0.86 0.75 0.412
H -6.26 1.55 -0.75 0.412
H -3.65 3.42 -0.96 0.246
H -4.34 5.46 -2.14 0.404
H -4.97 5.35 -4.54 0.377
H -4.94 3.18 -5.72 0.394
H -4.30 1.13 -4.53 0.366
H -1.90 -0.48 -4.20 0.417
H -2.11 -2.13 -5.99 0.430
H -4.06 -3.66 -6.05 0.380
H -5.81 -3.50 -4.31 0.390
H -5.62 -1.83 -2.52 0.402
```

Output
HOMO level (spin up / spin down) = -7.80 / -7.78 eV
2S+1 = 2
<S²> = 0.760
electronic energy = -3921.51267 Eh
molar mass = 935.5 g/mol

=====

Computed, not measured: C28H24N6O3RuS as an isolated structure, with ωB97M-V/def2-TZVPD.

The geometry in XYZ format:
```
63
Properties=species:S:1:pos:R:3:mulliken_charge:R:1
Ru 0.14 1.35 0.06 0.830
O -0.51 2.92 -0.99 -0.501
C -1.67 3.51 -0.85 0.355
C -2.15 4.30 -1.91 -0.364
C -3.34 4.99 -1.81 -0.553
C -4.11 4.92 -0.65 -0.725
C -3.68 4.15 0.40 -0.865
C -2.47 3.42 0.33 0.608
C -2.12 2.63 1.46 -0.389
N -1.13 1.80 1.54 0.606
N -0.96 1.11 2.71 -0.985
C 0.09 0.34 2.67 0.589
O 0.89 0.32 1.64 -0.892
C 0.39 -0.54 3.81 0.599
C 1.42 -1.47 3.69 -0.398
C 1.71 -2.32 4.74 -0.713
C 0.97 -2.25 5.92 -0.403
C -0.05 -1.33 6.04 -0.651
C -0.35 -0.47 4.99 -0.285
H -1.53 4.37 -2.80 0.481
H -3.67 5.60 -2.64 0.418
H -5.04 5.47 -0.58 0.431
H -4.26 4.09 1.31 0.388
H -2.76 2.70 2.34 0.393
H 1.99 -1.50 2.77 0.392
H 2.51 -3.05 4.65 0.408
H 1.21 -2.91 6.74 0.396
H -0.62 -1.27 6.96 0.397
H -1.15 0.25 5.07 0.451
N 2.34 -2.31 -1.52 0.015
C 1.68 -3.51 -1.47 0.253
C 2.32 -4.68 -1.91 -0.814
C 1.67 -5.89 -1.85 -0.582
C 0.37 -5.98 -1.34 -0.673
C -0.27 -4.84 -0.90 -0.808
C 0.36 -3.60 -0.97 1.039
S -0.45 -2.17 -0.42 -0.047
N 0.51 -0.95 -0.82 0.225
C 1.82 -1.08 -1.20 0.330
C 2.60 0.09 -1.30 0.606
C 3.94 0.12 -1.77 -1.188
C 4.63 1.30 -1.80 -0.357
C 4.00 2.48 -1.37 -1.059
C 2.70 2.40 -0.94 -0.159
N 2.00 1.26 -0.90 0.659
H 3.30 -2.34 -1.80 0.017
H 3.33 -4.61 -2.29 0.415
H 2.17 -6.78 -2.20 0.403
H -0.13 -6.93 -1.29 0.406
H -1.28 -4.90 -0.49 0.438
H 4.42 -0.78 -2.10 0.331
H 5.65 1.33 -2.16 0.440
H 4.52 3.43 -1.38 0.419
H 2.17 3.29 -0.62 0.481
C -3.72 0.15 -2.47 -1.290
C -2.32 0.51 -2.05 0.704
N -1.48 0.90 -3.02 -0.140
O -1.99 0.44 -0.86 -0.431
H -3.81 0.05 -3.55 0.432
H -4.38 0.94 -2.12 0.276
H -4.02 -0.77 -1.99 0.300
H -1.78 1.04 -3.97 0.223
H -0.58 1.27 -2.75 0.117
```

Output
HOMO level (spin up / spin down) = -8.92 / -10.42 eV
2S+1 = 6
<S²> = 8.791
electronic energy = -2128.50702 Eh
molar mass = 625.7 g/mol
total charge = +1

=====

Computed, not measured: C28H24NO4PdSb as an isolated structure, with ωB97M-V/def2-TZVPD.

The geometry in XYZ format:
```
59
Properties=species:S:1:pos:R:3:mulliken_charge:R:1
Pd 0.76 0.31 -1.59 0.643
O -2.18 0.26 1.34 -0.537
C -1.46 -0.02 0.42 0.192
O -0.18 0.38 0.34 -0.488
C -1.87 -0.91 -0.70 0.483
C -2.98 -1.74 -0.68 -0.560
C -3.14 -2.65 -1.72 -0.286
C -2.18 -2.73 -2.73 -0.555
C -1.11 -1.85 -2.67 0.630
N -1.00 -0.96 -1.69 -0.302
C 0.05 -1.86 -3.59 0.256
O 0.21 -2.57 -4.52 -0.488
O 1.00 -0.97 -3.22 -0.353
H -3.68 -1.67 0.14 0.528
H -3.99 -3.31 -1.73 0.478
H -2.22 -3.45 -3.53 0.516
C 5.05 3.02 0.44 -1.395
C 4.89 2.70 1.90 1.050
C 5.95 2.96 2.76 -0.738
C 5.88 2.70 4.12 -0.703
C 4.73 2.17 4.68 -0.696
C 3.65 1.90 3.86 -1.260
C 3.73 2.18 2.49 0.963
Sb 1.87 1.78 1.61 1.848
C 0.55 3.26 2.27 0.619
C -0.63 2.85 2.88 -0.945
C -1.51 3.81 3.35 -0.769
C -1.20 5.15 3.21 -0.708
C -0.01 5.54 2.60 -0.816
C 0.91 4.61 2.13 0.751
C 2.20 5.09 1.51 -1.049
C 1.91 2.01 -0.53 -1.256
C 0.95 2.86 -1.12 0.041
C 0.98 3.13 -2.50 -0.712
C 1.94 2.53 -3.31 -0.955
C 2.84 1.63 -2.76 -0.201
C 2.81 1.31 -1.38 1.739
C 3.75 0.27 -0.82 -1.481
H 5.65 3.93 0.32 0.583
H 4.10 3.19 -0.07 -0.035
H 5.59 2.23 -0.09 0.473
H 6.85 3.39 2.35 0.477
H 6.73 2.91 4.75 0.416
H 4.66 1.97 5.74 0.449
H 2.75 1.48 4.29 0.449
H -0.87 1.81 2.99 0.437
H -2.43 3.50 3.82 0.453
H -1.88 5.91 3.57 0.434
H 0.22 6.60 2.51 0.459
H 2.15 6.16 1.31 0.515
H 2.41 4.59 0.56 0.073
H 3.04 4.90 2.17 0.270
H 0.21 3.34 -0.48 0.618
H 0.25 3.81 -2.92 0.561
H 1.98 2.75 -4.37 0.510
H 3.55 1.12 -3.40 0.541
H 4.46 -0.07 -1.58 0.450
H 3.20 -0.62 -0.48 0.250
H 4.31 0.65 0.03 0.131
```

Output
HOMO level (spin up / spin down) = -14.62 / -14.63 eV
2S+1 = 5
<S²> = 6.023
electronic energy = -1804.50311 Eh
molar mass = 666.7 g/mol
total charge = +2